10
Properties=species:S:1:pos:R:3 method="wB97M-V/def2-TZVPD" lumo_ev=0.14 largest_force_ha_per_bohr=0.0611 relative_energy_ev=0.000
C -1.649 -0.140 0.134
O 1.206 -1.458 -0.344
O 2.947 0.797 -0.350
O 0.418 1.230 -0.169
P 1.876 0.493 -1.236
S 1.204 -1.035 1.181
S -0.295 0.510 1.036
H -2.014 0.700 -0.318
H -2.450 -0.495 0.803
H -1.241 -0.603 -0.737


86
Properties=species:S:1:pos:R:3 method="wB97M-V/def2-TZVPD" multiplicity=5 lumo_ev="-6.43 / -7.44" charge=+2 largest_force_ha_per_bohr=0.0231
Ru -2.101 0.290 -0.399
S -2.800 1.782 1.454
P -0.821 1.556 1.775
C -0.666 -0.042 1.034
P -1.110 -1.576 1.816
S -3.071 -1.612 1.454
C -0.168 -2.844 0.974
C -0.665 -4.147 0.981
C 0.080 -5.169 0.413
C 1.315 -4.891 -0.165
C 1.808 -3.591 -0.179
C 1.066 -2.564 0.391
C -0.720 -1.699 3.550
C 0.460 -2.324 3.962
C 0.774 -2.381 5.311
C -0.084 -1.815 6.244
C -1.258 -1.193 5.837
C -1.583 -1.134 4.492
C -0.306 1.747 3.461
C 0.963 1.310 3.843
C 1.370 1.483 5.154
C 0.522 2.105 6.067
C -0.736 2.543 5.682
C -1.162 2.354 4.375
C 0.153 2.673 0.766
C -0.122 4.040 0.833
C 0.608 4.928 0.063
C 1.624 4.459 -0.767
C 1.910 3.103 -0.823
C 1.170 2.205 -0.062
H -1.627 -4.361 1.432
H -0.300 -6.181 0.421
H 1.896 -5.693 -0.601
H 2.776 -3.382 -0.615
H 1.460 -1.553 0.399
H 1.125 -2.777 3.238
H 1.679 -2.876 5.635
H 0.157 -1.871 7.298
H -1.928 -0.766 6.572
H -2.509 -0.672 4.172
H 1.629 0.835 3.130
H 2.347 1.142 5.467
H 0.850 2.250 7.089
H -1.389 3.024 6.399
H -2.155 2.669 4.076
H -0.911 4.410 1.479
H 0.394 5.987 0.113
H 2.200 5.158 -1.359
H 2.714 2.744 -1.453
H 1.393 1.144 -0.110
C -3.357 4.158 -2.118
C -3.497 2.899 -1.550
N -2.542 1.981 -1.690
C -1.449 2.320 -2.402
C -1.312 3.597 -2.911
N -2.260 4.520 -2.770
C -0.509 1.205 -2.675
C 0.533 1.249 -3.572
C 1.211 0.071 -3.896
C 0.686 -1.121 -3.393
C -0.377 -1.099 -2.511
N -0.864 0.064 -2.070
C -1.230 -2.261 -2.159
C -0.945 -3.561 -2.535
N -1.835 -4.541 -2.402
C -3.012 -4.204 -1.890
C -3.292 -2.912 -1.460
N -2.402 -1.938 -1.595
C 2.387 0.075 -4.809
C 3.260 -1.004 -4.847
C 4.352 -0.960 -5.700
N 4.624 0.064 -6.508
C 3.777 1.093 -6.468
C 2.662 1.150 -5.645
H -4.146 4.893 -2.023
H -4.366 2.633 -0.965
H -0.417 3.886 -3.447
H 0.806 2.189 -4.025
H 1.055 -2.072 -3.749
H 0.018 -3.825 -2.953
H -3.761 -4.982 -1.811
H -4.239 -2.668 -0.997
H 3.132 -1.869 -4.210
H 5.043 -1.794 -5.733
H 3.995 1.921 -7.132
H 2.021 2.018 -5.702


17
Properties=species:S:1:pos:R:3 method="wB97M-V/def2-TZVPD" lumo_ev="-2.02 / -1.97" largest_force_ha_per_bohr=0.0395 relative_energy_ev=5.881
N -0.956 0.352 0.821
C 0.392 1.134 -1.103
C -0.594 -1.479 0.040
C -0.056 1.232 0.375
N -0.489 0.472 -1.851
N 0.736 -1.767 -0.056
C 0.450 2.262 1.112
N -1.515 -2.220 0.523
O 1.522 1.550 -1.378
H -1.043 0.250 1.830
H -0.115 0.263 -2.773
H -0.840 -0.657 -0.978
H 1.136 -2.534 0.459
H 1.374 -1.122 -0.494
H -1.204 -3.173 0.720
H 1.067 3.000 0.620
H 0.136 2.436 2.133